(a)
Computed, not measured: a cluster of 2 separate species, C5H11N2 in total, with ωB97M-V/def2-TZVPD.

Last column: Löwdin charge in e.
Geometry (Å):
N1 -2.43 -0.64 -0.07  0.198
C1 -2.02 -0.11 -1.20  -0.159
N2 -0.82 -0.30 -1.66  0.202
H1 -1.81 -1.20 0.50  0.124
H2 -3.25 -0.29 0.40  0.139
H3 -2.67 0.58 -1.73  0.165
H4 -0.57 0.08 -2.57  0.145
H5 -0.15 -0.95 -1.23  0.094
C2 1.56 2.08 1.25  0.043
C3 1.19 0.80 1.30  -0.195
C4 1.70 -0.19 0.35  -0.202
C5 1.32 -1.48 0.31  -0.035
H6 2.21 2.45 0.47  0.069
H7 1.25 2.73 2.05  0.066
H8 0.50 0.50 2.08  0.101
H9 2.45 0.19 -0.33  0.114
H10 1.83 -2.20 -0.31  0.070
H11 0.55 -1.82 0.99  0.060

Kohn-Sham gap	9.0	eV
lowest unoccupied orbital energy	-3.62	eV
charge	+1
M	99.157	g mol⁻¹

***

(b)
Computed, not measured: a structure of composition C5H11N2, with ωB97M-V/def2-TZVPD.

Last column: Löwdin charge in e.
Geometry (Å):
C1 -0.86 -0.63 -0.28  -0.350
C2 0.43 -0.40 -1.18  0.011
C3 0.27 0.47 0.02  -0.384
C4 -0.14 1.90 -0.23  -0.014
C5 0.95 0.01 1.24  -0.204
N1 1.53 -1.22 1.11  0.234
N2 -2.02 -0.21 -0.80  0.138
H1 -0.70 -1.40 0.49  0.147
H2 -1.69 -1.19 -1.27  0.202
H3 1.37 -0.93 -1.23  0.112
H4 0.05 -0.14 -2.17  0.132
H5 0.66 2.59 -0.47  0.098
H6 -0.84 2.33 0.48  0.097
H7 0.45 0.31 2.17  0.171
H8 2.11 0.17 1.40  0.276
H9 -2.78 -0.36 -0.14  0.125
H10 -0.77 1.88 -1.12  0.085
H11 1.52 -1.78 1.97  0.127

Kohn-Sham gap	7.0	eV
lowest unoccupied orbital energy	-6.98	eV
charge	+1
M	99.157	g mol⁻¹

***

It is (a) that is most stable; the runner-up trails by 623.7 kJ/mol.